1.
DFT (ωB97M-V/def2-TZVPD) results for C21H25N5O2 in the gas phase at a distorted geometry.

## Properties
* HOMO-LUMO gap: 8.423 eV
* energy above the lowest of the compared OMol25 structures with the same formula, charge and spin: 40.8 kcal per mole
* SMILES: Cc1cccn2c(CNCCc3ccccn3)c(C(=O)N3CCOCC3)nc12
* E: -1239.5080 Eh

Element x y z (Å)
C: -3.5939 -1.1065 -1.5383
C: -3.3071 -0.5005 -0.2050
C: -4.2633 0.0575 0.5989
C: -3.9255 0.6098 1.8541
C: -2.6399 0.5994 2.2926
N: -1.6772 0.0528 1.5067
C: -0.3302 -0.0795 1.6857
C: 0.1426 -0.6904 0.5287
N: -0.8858 -0.9431 -0.3227
C: -1.9761 -0.4939 0.2634
C: 1.5665 -1.0066 0.2882
O: 2.3918 -0.7964 1.1725
N: 1.9569 -1.4940 -0.9101
C: 1.1372 -1.9538 -2.0060
H: 0.0926 -1.7199 -1.8088
C: 1.3373 -3.4659 -2.1702
H: 0.7998 -3.8328 -3.0460
O: 2.6942 -3.7863 -2.3795
C: 3.4931 -3.3336 -1.3082
H: 4.5208 -3.5997 -1.5601
C: 3.3548 -1.8212 -1.1117
H: 3.9162 -1.4908 -0.2374
H: 3.7136 -1.2985 -2.0046
H: 3.2005 -3.8471 -0.3794
H: 0.9636 -3.9796 -1.2709
H: 1.4712 -1.4519 -2.9218
C: 0.3495 0.3687 2.9411
N: 0.6146 1.7920 3.0474
H: -0.2184 2.3355 2.8494
C: 1.7509 2.2966 2.2887
C: 1.3848 3.3305 1.2111
C: 0.6261 2.7242 0.0704
N: 1.3532 2.1500 -0.8798
C: 0.7393 1.6067 -1.9123
C: -0.6371 1.6070 -2.0732
C: -1.4044 2.2017 -1.0851
C: -0.7653 2.7652 0.0057
H: -1.3379 3.2477 0.7860
H: -2.4826 2.2317 -1.1636
H: -1.0917 1.1606 -2.9434
H: 1.3886 1.1619 -2.6551
H: 2.3144 3.7444 0.8196
H: 0.8015 4.1345 1.6672
H: 2.4306 2.7821 3.0011
H: 2.2826 1.4643 1.8241
H: -0.2763 0.0876 3.7984
H: 1.3030 -0.1538 3.0214
H: -2.3342 1.0049 3.2444
H: -4.6952 1.0445 2.4708
H: -5.2932 0.0800 0.2771
H: -3.3691 -2.1716 -1.5152
H: -4.6358 -0.9660 -1.8131
H: -2.9518 -0.6582 -2.2935

Cartesian forces, eV/Å:
0.055 0.012 0.095
-0.541 0.170 0.159
0.246 -0.226 -0.406
0.323 0.113 0.302
-0.629 0.318 0.378
0.083 -0.449 -0.637
0.904 -0.241 0.013
-0.761 0.347 0.666
-0.544 -0.100 -0.071
0.388 -0.109 0.143
0.367 -0.014 -0.065
-0.036 0.049 0.226
0.140 -0.003 -0.097
-0.333 -0.491 -0.315
0.263 -0.104 -0.241
-0.210 0.328 -0.076
-0.045 0.027 0.075
0.073 -0.119 -0.127
0.140 0.287 0.104
-0.033 0.030 0.090
0.323 -0.269 0.185
-0.012 -0.035 -0.167
-0.003 -0.019 0.035
0.046 0.041 -0.050
-0.008 0.029 -0.059
-0.029 -0.014 0.003
-0.093 -0.022 0.213
-0.387 0.251 -0.009
0.065 -0.043 0.057
0.285 0.326 0.068
0.042 -0.294 0.254
-0.255 0.239 0.099
0.516 0.067 0.203
-0.249 -0.103 -0.349
0.009 0.145 0.031
0.071 0.047 -0.095
0.052 -0.006 -0.080
-0.011 0.063 0.060
-0.070 -0.007 0.000
-0.018 -0.071 -0.092
-0.012 -0.098 -0.132
-0.046 0.086 0.006
0.030 0.060 0.009
0.088 -0.051 -0.206
0.009 0.049 0.000
0.095 -0.113 -0.067
-0.243 -0.027 0.037
0.051 0.007 0.036
0.005 0.048 0.117
-0.100 -0.023 -0.080
0.011 -0.089 -0.075
-0.048 -0.003 -0.033
0.035 0.005 -0.135

2.
DFT (ωB97M-V/def2-TZVPD) results for an isolated ion of composition C4H9BN3O2 and charge +1 at a distorted geometry.

## Properties
* HOMO-LUMO gap: 10.543 eV
* energy above the lowest of the compared OMol25 structures with the same formula, charge and spin: 9.8 kcal per mole
* SMILES: [NH3+]C1(B(O)O)N=CCC=N1
* net charge: +1
* E: -497.2327 Eh

Element x y z (Å)
B: 0.4753 1.1089 -1.0229
C: 0.0242 -0.1778 1.9305
C: -1.6818 -0.9424 0.5016
C: -1.4177 0.0606 1.5630
C: 0.3916 -0.3960 -0.3553
N: 0.8497 -0.2775 0.9790
N: -0.8892 -1.0163 -0.4893
N: 1.3870 -1.4465 -0.9254
O: 1.2703 1.3876 -2.0801
O: -0.3932 2.0102 -0.5785
H: 0.2778 -0.2070 2.9695
H: -2.4336 -1.5882 0.5973
H: -2.0648 0.1167 2.4770
H: -1.4236 0.9405 1.0162
H: 0.7964 -1.9854 -1.5407
H: 1.8502 -1.6468 -0.0331
H: 2.0675 -1.0071 -1.5887
H: 1.0895 2.0832 -2.6897
H: -0.1757 2.9833 -0.7305

Cartesian forces, eV/Å:
0.004 -0.223 -1.408
-0.913 0.853 -1.253
2.825 2.307 -0.461
-0.094 -1.511 2.348
-0.264 1.677 -0.373
1.584 -0.780 1.658
-0.134 -1.351 -0.144
0.184 3.400 -1.342
1.130 -2.107 0.505
-0.533 2.483 1.088
0.666 -0.026 0.360
-3.326 -2.375 -0.129
0.324 -0.313 -1.205
-0.294 2.232 -0.488
-0.110 -1.631 0.582
0.083 -1.480 -0.321
-0.362 -0.091 0.869
-0.262 0.936 -0.383
-0.508 -2.000 0.097

3.
DFT (ωB97M-V/def2-TZVPD) results for a 3-piece molecular cluster, C3H11O3 overall.

## Properties
* HOMO-LUMO gap: 7.656 eV
* energy above the lowest of the compared OMol25 structures with the same formula, charge and spin: 6.2 kcal per mole
* net charge: -1
* E: -346.6426 Eh

Element x y z (Å)
C: -0.0915 -0.6781 -0.0009
O: 1.1867 -0.2285 0.0351
C: -1.0463 0.1503 0.8589
C: -2.5190 -0.1730 0.5959
H: -0.1461 -1.7313 0.3492
H: -0.5346 -0.7185 -1.0217
H: -0.9047 1.1935 0.5624
H: -0.7888 0.0757 1.9203
H: -2.7562 -0.0585 -0.4643
H: -3.1924 0.4917 1.1483
H: -2.7645 -1.1906 0.9011
H: 3.6409 -0.9868 0.7950
H: 2.7840 -0.4648 -0.2958
O: 3.7372 -0.7551 -0.1337
H: 1.1485 0.9757 -1.3665
H: 1.4706 2.3836 -1.9733
O: 0.7763 1.7145 -1.9101

Cartesian forces, eV/Å:
0.196 -0.449 0.139
0.364 0.651 -0.424
-0.489 0.469 -0.433
-0.007 0.003 0.367
-0.224 -0.199 0.100
-0.006 0.149 -0.079
0.236 0.048 0.097
-0.010 -0.105 -0.053
0.058 -0.074 -0.006
0.058 -0.005 0.009
-0.051 -0.175 -0.082
0.134 -0.044 -0.009
0.211 -0.477 0.107
-0.309 0.282 -0.036
-0.218 -0.037 0.628
-0.158 -0.361 0.141
0.214 0.325 -0.464

The records above yield E_LUMO values of 0.014 -0.116 0.153 Eh, respectively.